(1)
{
  "formula": "C37H53Cl5FLuN3O10P2",
  "method": "ωB97M-V/def2-TZVPD",
  "orbital_gap_ev": [3.4, 5.7],
  "total_energy_ha": -6677.08948,
  "lumo_energy_ev": [-2.70, -2.72],
  "spin_multiplicity": 1,
  "largest_force_ha_per_bohr": 0.202,
  "total_charge": 1,
  "homo_energy_ev": [-6.120, -8.381],
  "elements": ["Lu", "Cl", "C", "C", "C", "Cl", "C", "O", "C", "Cl", "C", "H", "H", "C", "C", "C", "O", "P", "O", "C", "P", "O", "O", "C", "C", "C", "O", "C", "C", "C", "O", "C", "C", "C", "H", "H", "H", "H", "H", "H", "H", "H", "H", "H", "H", "H", "H", "H", "H", "H", "H", "H", "H", "H", "H", "H", "H", "H", "H", "H", "H", "H", "H", "H", "F", "C", "C", "C", "C", "O", "C", "C", "N", "C", "C", "C", "C", "C", "C", "N", "C", "C", "N", "C", "C", "C", "O", "O", "H", "H", "H", "H", "H", "H", "H", "H", "H", "H", "H", "H", "H", "H", "H", "H", "H", "H", "Cl", "C", "Cl", "H", "H", "H"],
  "coordinates": [[0.85, -0.64, -0.98], [-1.22, -6.79, -3.63], [-0.46, -5.57, -2.68], [-0.71, -4.24, -2.94], [-0.09, -3.22, -2.18], [-0.60, -1.60, -2.74], [0.83, -3.52, -1.09], [1.44, -2.66, -0.34], [1.02, -4.93, -0.90], [2.09, -5.54, 0.35], [0.40, -5.92, -1.67], [-1.39, -3.96, -3.75], [0.61, -6.97, -1.46], [1.78, -0.31, 3.57], [3.06, -1.05, 3.22], [2.80, -2.39, 2.55], [3.94, -0.22, 2.48], [3.68, 0.16, 0.94], [2.28, 0.02, 0.44], [4.87, -0.83, 0.03], [4.23, -1.18, -1.59], [2.76, -1.46, -1.53], [4.61, 0.08, -2.53], [3.91, 0.19, -3.77], [2.70, 1.10, -3.60], [4.86, 0.78, -4.81], [5.08, -2.40, -2.21], [6.49, -2.56, -2.24], [7.29, -1.30, -2.52], [6.97, -3.27, -0.98], [4.28, 1.66, 0.88], [3.90, 2.50, -0.20], [2.99, 3.59, 0.34], [5.16, 3.08, -0.81], [1.17, -0.88, 4.28], [1.16, -0.12, 2.69], [2.01, 0.67, 4.01], [3.58, -1.26, 4.17], [2.27, -2.29, 1.61], [2.21, -3.05, 3.20], [3.75, -2.90, 2.33], [4.96, -1.78, 0.56], [5.85, -0.35, 0.03], [3.59, -0.80, -4.11], [3.01, 2.11, -3.30], [2.03, 0.72, -2.82], [2.13, 1.17, -4.53], [5.30, 1.72, -4.45], [4.35, 0.96, -5.76], [5.69, 0.09, -5.00], [6.68, -3.24, -3.07], [7.14, -0.53, -1.75], [6.98, -0.86, -3.47], [8.36, -1.52, -2.58], [6.96, -2.60, -0.11], [8.00, -3.62, -1.10], [6.33, -4.12, -0.74], [3.37, 1.93, -0.96], [3.49, 4.17, 1.13], [2.09, 3.15, 0.80], [2.67, 4.27, -0.45], [5.73, 3.66, -0.07], [4.93, 3.74, -1.66], [5.82, 2.28, -1.16], [-4.66, -1.38, 2.94], [-4.46, -0.33, 2.13], [-3.26, -0.29, 1.44], [-2.97, 0.78, 0.59], [-1.68, 0.81, -0.12], [-0.95, -0.17, 0.00], [-1.35, 2.02, -0.89], [-2.30, 2.96, -0.99], [-3.58, 2.90, -0.45], [-4.41, 4.11, -0.54], [-4.64, 4.82, -1.85], [-5.77, 4.11, -1.19], [-3.90, 1.82, 0.42], [-5.11, 1.75, 1.14], [-5.42, 0.69, 2.02], [-6.67, 0.67, 2.68], [-7.15, 1.93, 3.29], [-8.70, 1.94, 3.33], [-9.24, 0.53, 3.19], [-8.46, -0.46, 4.01], [-7.01, -0.54, 3.48], [0.01, 2.25, -1.55], [0.32, 3.47, -1.71], [0.67, 1.23, -1.90], [-2.54, -1.10, 1.57], [-2.09, 3.87, -1.54], [-4.26, 4.76, 0.32], [-4.23, 4.39, -2.76], [-4.63, 5.91, -1.84], [-6.11, 3.19, -1.65], [-6.55, 4.71, -0.74], [-5.84, 2.53, 0.96], [-6.82, 2.84, 2.77], [-6.75, 2.00, 4.31], [-9.11, 2.50, 2.49], [-9.08, 2.35, 4.27], [-9.07, 0.27, 2.21], [-10.24, 0.49, 3.36], [-8.97, -1.42, 3.94], [-8.49, -0.11, 5.05], [-6.95, -1.43, 2.84], [-6.33, -0.67, 4.33], [-0.04, -3.38, 3.35], [-1.16, -2.42, 2.38], [-0.34, -1.69, 1.00], [-1.59, -1.63, 3.00], [-1.96, -3.07, 2.02], [1.79, 0.19, -2.54]]
}



(2)
{
  "formula": "C37H53CoIN3O9SSe2Si",
  "method": "ωB97M-V/def2-TZVPD",
  "orbital_gap_ev": [7.2, 7.1],
  "total_energy_ha": -9454.46490,
  "lumo_energy_ev": [1.90, 1.88],
  "spin_multiplicity": 4,
  "largest_force_ha_per_bohr": 0.038,
  "total_charge": -1,
  "s2": 3.761,
  "e_above_lowest_kcal_mol": 17.4,
  "homo_energy_ev": [-5.249, -5.255],
  "elements": ["Co", "C", "C", "N", "C", "C", "C", "O", "C", "C", "N", "C", "C", "C", "C", "C", "C", "I", "C", "O", "H", "H", "H", "H", "H", "H", "H", "H", "H", "H", "H", "H", "C", "Se", "C", "C", "Se", "C", "H", "H", "H", "H", "H", "H", "H", "H", "H", "H", "O", "S", "O", "N", "C", "O", "C", "C", "C", "C", "C", "C", "H", "H", "H", "H", "C", "C", "C", "C", "O", "Si", "O", "O", "C", "C", "C", "C", "O", "C", "C", "C", "C", "H", "H", "H", "H", "H", "H", "H", "H", "H", "H", "H", "H", "H", "H", "H", "H", "H", "H", "H", "H", "H", "H", "H", "H", "H", "H", "H"],
  "coordinates": [[-1.14, -0.15, -0.25], [-0.90, 0.40, -4.84], [-2.26, 0.48, -4.22], [-3.29, 0.56, -5.02], [-4.52, 0.61, -4.50], [-4.78, 0.54, -3.15], [-6.20, 0.60, -2.65], [-6.33, 1.64, -1.69], [-3.69, 0.45, -2.25], [-3.92, 0.24, -0.88], [-3.04, 0.26, 0.12], [-3.58, 0.19, 1.39], [-4.84, 0.77, 1.66], [-5.39, 0.73, 2.92], [-4.71, 0.11, 3.97], [-3.46, -0.42, 3.74], [-2.89, -0.35, 2.48], [-0.90, -1.04, 2.20], [-2.36, 0.49, -2.79], [-1.31, 0.53, -2.07], [-0.97, 0.56, -5.91], [-0.48, -0.58, -4.64], [-0.24, 1.14, -4.39], [-5.32, 0.71, -5.23], [-6.47, -0.36, -2.19], [-6.87, 0.79, -3.49], [-7.26, 1.82, -1.53], [-4.93, -0.05, -0.61], [-5.35, 1.29, 0.86], [-6.35, 1.19, 3.09], [-5.15, 0.08, 4.95], [-2.91, -0.90, 4.53], [-2.34, 5.20, -0.68], [-2.89, 3.38, -0.22], [-2.82, 3.57, 1.74], [-1.48, 4.03, 2.25], [-0.02, 2.83, 1.59], [0.59, 2.28, 3.37], [-3.00, 5.93, -0.20], [-2.43, 5.29, -1.76], [-1.31, 5.37, -0.39], [-3.04, 2.57, 2.13], [-3.63, 4.25, 2.04], [-1.46, 4.01, 3.34], [-1.27, 5.05, 1.91], [-0.24, 1.81, 3.89], [0.96, 3.14, 3.92], [1.37, 1.56, 3.18], [-2.17, -5.32, 2.21], [-2.75, -5.17, 0.89], [-1.71, -6.07, -0.22], [-2.52, -3.65, 0.38], [-1.49, -3.22, -0.29], [-1.42, -2.07, -0.81], [-0.33, -4.13, -0.49], [0.93, -3.60, -0.70], [2.03, -4.43, -0.88], [1.85, -5.80, -0.86], [0.61, -6.35, -0.63], [-0.50, -5.52, -0.43], [1.05, -2.53, -0.69], [3.01, -4.01, -1.03], [2.71, -6.45, -1.02], [0.47, -7.42, -0.59], [4.21, -2.02, 1.57], [2.84, -1.84, 2.20], [2.94, -0.99, 3.47], [2.25, -3.21, 2.57], [1.95, -1.22, 1.30], [2.14, 0.04, 0.26], [0.68, 0.46, -0.17], [3.09, -0.42, -1.00], [2.91, -0.24, -2.39], [1.92, -1.26, -2.95], [2.37, 1.15, -2.71], [4.29, -0.44, -3.04], [2.85, 1.22, 1.16], [3.90, 2.14, 1.01], [3.38, 3.47, 0.45], [5.01, 1.60, 0.10], [4.47, 2.38, 2.42], [4.85, -2.63, 2.21], [4.67, -1.06, 1.41], [4.10, -2.51, 0.60], [3.65, -1.44, 4.17], [1.96, -0.92, 3.94], [3.27, 0.01, 3.20], [2.89, -3.70, 3.30], [2.17, -3.84, 1.69], [1.26, -3.08, 3.00], [0.94, -1.09, -2.52], [2.24, -2.28, -2.72], [1.86, -1.16, -4.03], [1.39, 1.26, -2.25], [2.27, 1.27, -3.79], [3.02, 1.93, -2.33], [4.72, -1.39, -2.71], [4.97, 0.36, -2.76], [4.20, -0.46, -4.12], [2.80, 3.28, -0.45], [4.21, 4.13, 0.22], [2.73, 3.94, 1.18], [4.70, 1.65, -0.93], [5.21, 0.56, 0.34], [5.92, 2.18, 0.23], [3.66, 2.64, 3.09], [5.20, 3.19, 2.40], [4.96, 1.48, 2.79]]
}



(3)
{
  "formula": "C37H53CsN3PSbSi3",
  "method": "ωB97M-V/def2-TZVPD",
  "orbital_gap_ev": 5.7,
  "total_energy_ha": -3076.21327,
  "lumo_energy_ev": 1.81,
  "spin_multiplicity": 1,
  "largest_force_ha_per_bohr": 0.029,
  "total_charge": -1,
  "e_above_lowest_kcal_mol": 36.9,
  "homo_energy_ev": -3.917,
  "elements": ["Cs", "C", "Sb", "C", "C", "C", "C", "C", "C", "N", "Si", "C", "C", "C", "C", "C", "C", "C", "C", "C", "N", "Si", "C", "C", "C", "Si", "C", "C", "C", "H", "H", "H", "H", "H", "H", "H", "H", "H", "H", "H", "H", "H", "H", "H", "H", "H", "H", "H", "H", "H", "H", "H", "H", "H", "H", "H", "H", "H", "H", "H", "H", "H", "H", "H", "H", "H", "H", "N", "C", "C", "C", "C", "C", "C", "C", "H", "H", "H", "H", "C", "P", "C", "C", "C", "C", "C", "C", "C", "H", "H", "H", "H", "H", "H", "H", "H", "H", "H", "H"],
  "coordinates": [[0.80, -0.47, -0.48], [3.76, 2.04, 3.50], [2.70, 1.72, 1.62], [1.62, 0.01, 2.31], [0.85, 0.14, 3.50], [-0.31, 0.94, 3.58], [-1.08, 0.93, 4.71], [-0.69, 0.14, 5.79], [0.46, -0.61, 5.64], [1.20, -0.64, 4.55], [2.88, -1.37, 2.45], [4.39, -1.39, 3.65], [3.73, -1.56, 0.73], [2.00, -3.06, 2.71], [1.87, 3.93, 1.65], [0.65, 3.79, 0.85], [0.01, 4.86, 0.21], [-1.14, 4.65, -0.50], [-1.68, 3.37, -0.56], [-0.99, 2.37, 0.08], [0.14, 2.56, 0.75], [3.21, 4.84, 0.61], [3.13, 6.76, 0.54], [3.08, 4.29, -1.21], [4.99, 4.44, 1.18], [1.49, 4.88, 3.27], [0.63, 3.91, 4.66], [3.04, 5.67, 4.08], [0.28, 6.35, 2.98], [4.68, 1.46, 3.48], [3.13, 1.66, 4.30], [3.98, 3.08, 3.65], [-0.57, 1.56, 2.73], [-1.99, 1.52, 4.76], [-1.25, 0.14, 6.72], [0.83, -1.23, 6.46], [5.22, -0.82, 3.24], [4.74, -2.39, 3.86], [4.10, -0.93, 4.59], [4.58, -0.89, 0.65], [3.05, -1.34, -0.09], [4.10, -2.57, 0.59], [1.25, -2.98, 3.49], [2.72, -3.81, 3.02], [1.52, -3.42, 1.80], [0.45, 5.84, 0.27], [-1.63, 5.48, -1.00], [-2.59, 3.16, -1.10], [-1.36, 1.35, 0.08], [2.28, 7.11, -0.04], [4.02, 7.15, 0.05], [3.07, 7.22, 1.52], [2.07, 4.45, -1.60], [3.31, 3.23, -1.32], [3.76, 4.85, -1.84], [5.24, 4.92, 2.12], [5.71, 4.79, 0.44], [5.14, 3.37, 1.31], [1.19, 3.03, 4.96], [-0.36, 3.59, 4.36], [0.53, 4.55, 5.53], [3.49, 4.99, 4.79], [2.76, 6.57, 4.62], [3.80, 5.95, 3.37], [-0.68, 5.99, 2.63], [0.64, 7.08, 2.26], [0.11, 6.87, 3.91], [2.65, -3.74, -7.98], [2.20, -3.34, -7.00], [1.69, -2.85, -5.79], [0.62, -1.95, -5.77], [0.18, -1.45, -4.56], [0.74, -1.77, -3.29], [1.79, -2.72, -3.40], [2.26, -3.24, -4.58], [0.17, -1.66, -6.71], [-0.65, -0.74, -4.59], [2.26, -3.06, -2.47], [3.09, -3.95, -4.59], [-4.50, -1.31, 0.71], [-2.65, -1.41, 0.51], [-2.23, -2.03, 2.19], [-2.64, -2.95, -0.48], [-2.28, -2.83, -1.81], [-2.26, -3.94, -2.64], [-2.61, -5.18, -2.13], [-2.98, -5.31, -0.81], [-2.99, -4.20, 0.02], [-4.90, -2.26, 1.06], [-4.95, -1.07, -0.26], [-4.74, -0.52, 1.41], [-3.00, -2.69, 2.59], [-2.11, -1.17, 2.84], [-1.27, -2.55, 2.14], [-2.00, -1.86, -2.20], [-1.96, -3.83, -3.67], [-2.58, -6.05, -2.77], [-3.24, -6.28, -0.41], [-3.28, -4.32, 1.06]]
}



(4)
{
  "formula": "C37H53EuN6O2PSSi",
  "method": "ωB97M-V/def2-TZVPD",
  "orbital_gap_ev": [6.1, 6.5],
  "total_energy_ha": -3660.18760,
  "lumo_energy_ev": [0.35, 0.35],
  "spin_multiplicity": 8,
  "largest_force_ha_per_bohr": 0.094,
  "s2": 15.760,
  "e_above_lowest_kcal_mol": 47.4,
  "homo_energy_ev": [-5.776, -6.153],
  "elements": ["Eu", "C", "C", "C", "C", "C", "C", "C", "C", "C", "S", "C", "N", "H", "H", "H", "H", "H", "H", "H", "H", "C", "C", "C", "C", "N", "N", "C", "H", "H", "H", "H", "H", "H", "H", "H", "C", "N", "C", "P", "O", "N", "C", "C", "N", "C", "C", "H", "H", "H", "H", "H", "H", "H", "H", "H", "H", "H", "H", "H", "H", "H", "H", "H", "H", "C", "C", "C", "C", "Si", "O", "C", "C", "C", "C", "C", "C", "C", "C", "C", "C", "C", "C", "H", "H", "H", "H", "H", "H", "H", "H", "H", "H", "H", "H", "H", "H", "H", "H", "H", "H", "H"],
  "coordinates": [[0.22, -0.20, -0.72], [-0.68, 3.04, -2.14], [0.75, 2.73, -2.63], [1.40, 3.67, -3.45], [2.69, 3.46, -3.82], [3.43, 2.40, -3.22], [4.74, 2.16, -3.62], [5.49, 1.22, -2.82], [4.81, 0.36, -1.96], [3.39, 0.35, -1.82], [2.74, -1.03, -1.33], [2.72, 1.51, -2.35], [1.36, 1.61, -2.16], [-0.92, 4.00, -2.59], [-0.75, 3.10, -1.05], [-1.36, 2.20, -2.52], [0.86, 4.37, -4.08], [3.23, 4.22, -4.40], [5.23, 2.74, -4.42], [6.55, 1.13, -2.86], [5.45, -0.36, -1.45], [-4.97, 1.64, 1.51], [-4.23, 0.93, 0.40], [-4.61, 0.64, -0.93], [-3.47, 0.09, -1.60], [-2.40, 0.28, -0.76], [-2.91, 0.62, 0.47], [-3.40, -0.27, -3.03], [-4.82, 2.71, 1.58], [-4.68, 1.16, 2.44], [-5.96, 1.41, 1.23], [-5.66, 0.64, -1.23], [-2.21, 0.60, 1.26], [-4.43, -0.48, -3.42], [-2.68, -1.04, -3.31], [-3.08, 0.58, -3.65], [-1.08, -4.64, -4.15], [-0.43, -3.58, -3.36], [-0.04, -2.35, -4.05], [-0.20, -3.77, -1.72], [-0.01, -2.43, -1.05], [-1.56, -4.61, -1.22], [-1.64, -5.61, -0.17], [-2.90, -4.05, -1.58], [1.21, -4.71, -1.54], [1.54, -5.85, -2.35], [2.02, -4.64, -0.27], [-2.09, -4.34, -4.51], [-1.30, -5.60, -3.59], [-0.55, -4.75, -5.12], [-0.62, -2.09, -4.98], [0.98, -2.50, -4.47], [-0.14, -1.50, -3.36], [-2.71, -5.78, 0.06], [-1.14, -5.22, 0.74], [-1.22, -6.57, -0.43], [-3.21, -4.39, -2.57], [-2.91, -2.95, -1.67], [-3.72, -4.38, -0.89], [0.63, -6.32, -2.71], [2.13, -6.58, -1.76], [2.08, -5.71, -3.31], [1.84, -3.66, 0.23], [3.09, -4.81, -0.50], [1.57, -5.49, 0.34], [-0.34, -0.71, 4.62], [-0.80, 0.79, 4.33], [-2.38, 0.77, 4.28], [-0.30, 1.56, 5.59], [0.12, 1.34, 2.77], [-0.10, 0.39, 1.49], [-0.32, 3.09, 2.35], [-1.20, 3.88, 3.09], [-1.63, 5.11, 2.70], [-0.99, 5.77, 1.67], [-0.16, 5.04, 0.85], [0.16, 3.71, 1.14], [2.02, 1.47, 3.07], [2.84, 0.28, 3.16], [4.25, 0.36, 3.28], [4.85, 1.62, 3.39], [4.06, 2.79, 3.28], [2.63, 2.73, 3.14], [-1.05, -1.19, 5.39], [0.71, -0.76, 4.86], [-0.58, -1.37, 3.77], [-2.84, 0.66, 5.30], [-2.78, -0.07, 3.63], [-2.75, 1.75, 3.85], [-0.81, 1.05, 6.40], [-0.43, 2.63, 5.51], [0.78, 1.48, 5.75], [-1.68, 3.51, 3.97], [-2.43, 5.59, 3.29], [-1.27, 6.80, 1.48], [0.43, 5.51, 0.07], [0.90, 3.14, 0.62], [2.34, -0.71, 3.11], [4.80, -0.55, 3.39], [5.91, 1.76, 3.46], [4.55, 3.80, 3.31], [2.03, 3.67, 3.05]]
}